{
  "formula": "C40H39BN11O3RuS",
  "method": "wB97M-V/def2-TZVPD",
  "e_lumo_ev": [-0.47, -1.98],
  "total_energy_ha": -2893.68962,
  "de_lowest_kcal_mol": 26.0,
  "gap_ev": [6.83, 5.23],
  "spin_multiplicity": 2,
  "max_force_ev_per_a": 2.89,
  "mol_weight_da": 865.775,
  "elements": ["Ru", "C", "C", "C", "C", "N", "N", "B", "N", "C", "C", "C", "C", "N", "N", "C", "C", "C", "C", "N", "N", "C", "C", "C", "C", "N", "H", "H", "H", "H", "H", "H", "H", "H", "H", "H", "H", "H", "H", "H", "H", "H", "H", "H", "H", "H", "C", "C", "C", "C", "C", "C", "N", "N", "C", "C", "C", "C", "C", "C", "H", "H", "H", "H", "H", "H", "H", "H", "H", "O", "C", "O", "C", "C", "C", "C", "S", "C", "C", "H", "H", "H", "H", "H", "O", "N", "C", "C", "C", "C", "C", "H", "H", "H", "H", "H"],
  "positions_angstrom": [[-0.493, -0.023, -0.438], [1.220, 1.419, 2.450], [0.186, 0.385, 2.733], [-0.280, -0.058, 3.978], [-1.224, -1.014, 3.687], [-1.296, -1.136, 2.349], [-0.453, -0.256, 1.757], [-2.245, -1.946, 1.441], [-3.150, -0.924, 0.732], [-4.400, -0.540, 1.006], [-4.782, 0.378, 0.059], [-3.675, 0.523, -0.784], [-3.636, 1.375, -2.008], [-2.670, -0.267, -0.362], [-1.453, -2.713, 0.353], [-1.454, -4.044, 0.140], [-0.514, -4.328, -0.820], [0.041, -3.085, -1.168], [1.165, -2.813, -2.109], [-0.558, -2.125, -0.466], [-3.069, -2.966, 2.212], [-4.216, -3.556, 1.791], [-4.480, -4.611, 2.623], [-3.407, -4.612, 3.544], [-3.154, -5.555, 4.676], [-2.562, -3.630, 3.285], [2.102, 1.252, 3.070], [1.518, 1.363, 1.406], [0.833, 2.420, 2.666], [0.035, 0.276, 4.953], [-1.813, -1.647, 4.326], [-4.931, -0.946, 1.852], [-5.733, 0.875, -0.033], [-4.651, 1.522, -2.374], [-3.211, 2.358, -1.804], [-3.045, 0.910, -2.791], [-2.106, -4.697, 0.695], [-0.253, -5.294, -1.217], [0.960, -3.228, -3.097], [1.329, -1.741, -2.197], [2.082, -3.270, -1.730], [-4.751, -3.190, 0.931], [-5.316, -5.289, 2.578], [-4.066, -5.743, 5.243], [-2.789, -6.516, 4.307], [-2.401, -5.141, 5.344], [-2.351, 4.605, 2.500], [-1.710, 5.145, 1.389], [-1.227, 4.317, 0.390], [-1.374, 2.939, 0.508], [-2.019, 2.396, 1.604], [-2.510, 3.233, 2.600], [-0.916, 2.034, -0.533], [-0.751, 2.595, -1.641], [-0.583, 1.682, -2.706], [-0.499, 2.226, -3.987], [-0.468, 1.373, -5.070], [-0.558, -0.006, -4.844], [-0.642, -0.524, -3.561], [-0.610, 0.304, -2.425], [-2.730, 5.256, 3.278], [-1.588, 6.217, 1.300], [-0.733, 4.723, -0.482], [-2.168, 1.329, 1.662], [-3.020, 2.801, 3.451], [-0.488, 3.304, -4.109], [-0.408, 1.763, -6.078], [-0.572, -0.682, -5.692], [-0.759, -1.594, -3.438], [8.214, 0.300, -1.688], [7.895, -0.204, -0.472], [8.753, -0.338, 0.352], [6.458, -0.555, -0.229], [6.107, -0.942, 1.062], [4.794, -1.238, 1.375], [3.790, -1.181, 0.394], [2.140, -1.533, 0.812], [4.162, -0.852, -0.916], [5.471, -0.521, -1.213], [7.430, 0.360, -2.243], [6.885, -0.988, 1.813], [4.521, -1.517, 2.385], [3.405, -0.849, -1.688], [5.699, -0.261, -2.242], [1.685, 0.879, -0.808], [2.069, 1.963, -1.410], [2.118, 3.135, -0.742], [2.530, 4.287, -1.376], [2.910, 4.246, -2.708], [2.869, 3.030, -3.369], [2.445, 1.900, -2.703], [1.807, 3.082, 0.289], [2.546, 5.209, -0.812], [3.234, 5.143, -3.218], [3.151, 2.942, -4.408], [2.360, 0.920, -3.148]]
}


{
  "formula": "C40H40BN5O5RhS2",
  "method": "wB97M-V/def2-TZVPD",
  "total_charge": -1,
  "e_lumo_ev": [1.32, 1.40],
  "total_energy_ha": -3130.17783,
  "de_lowest_kcal_mol": 20.7,
  "gap_ev": [6.74, 6.75],
  "max_force_ev_per_a": 1.84,
  "mol_weight_da": 848.642,
  "elements": ["Rh", "C", "N", "C", "C", "N", "B", "N", "C", "C", "N", "C", "C", "S", "C", "S", "H", "H", "H", "H", "H", "H", "H", "H", "H", "H", "H", "H", "C", "C", "C", "O", "C", "C", "O", "C", "O", "C", "C", "C", "C", "C", "C", "C", "C", "C", "C", "C", "C", "C", "O", "C", "C", "C", "C", "C", "C", "C", "C", "C", "C", "C", "C", "H", "H", "H", "H", "H", "H", "H", "H", "H", "H", "H", "H", "H", "H", "H", "H", "H", "H", "H", "H", "H", "H", "H", "H", "H", "H", "H", "H", "O", "C", "N"],
  "positions_angstrom": [[-1.485, 0.297, 0.808], [-0.427, -3.239, 1.512], [-1.315, -2.957, 2.626], [-1.099, -3.307, 3.933], [-2.097, -2.750, 4.660], [-2.917, -2.061, 3.811], [-4.091, -1.153, 4.260], [-3.761, 0.366, 4.015], [-4.747, 1.307, 4.190], [-4.204, 2.537, 4.063], [-2.871, 2.350, 3.801], [-1.891, 3.381, 3.550], [-2.617, 1.014, 3.743], [-1.046, 0.425, 3.365], [-2.417, -2.172, 2.572], [-3.073, -1.529, 1.124], [0.397, -3.849, 1.875], [-0.029, -2.309, 1.097], [-0.959, -3.766, 0.723], [-0.262, -3.914, 4.228], [-2.286, -2.789, 5.718], [-4.226, -1.315, 5.451], [-5.091, -1.417, 3.648], [-5.762, 1.017, 4.396], [-4.642, 3.518, 4.107], [-2.403, 4.339, 3.472], [-1.368, 3.174, 2.621], [-1.157, 3.416, 4.355], [3.721, 0.334, -3.902], [2.665, 1.047, -3.067], [2.633, 2.545, -3.348], [2.918, 0.851, -1.687], [1.872, 0.041, -1.137], [0.711, 0.359, -2.090], [1.415, 0.456, -3.332], [-0.524, -0.575, -2.205], [-1.412, -0.341, -1.188], [-0.187, -2.076, -2.292], [1.006, -2.588, -2.789], [1.211, -3.960, -2.867], [0.212, -4.841, -2.486], [-0.998, -4.338, -2.024], [-1.189, -2.970, -1.917], [-1.236, -0.214, -3.548], [-2.429, 0.496, -3.487], [-3.125, 0.813, -4.647], [-2.635, 0.421, -5.882], [-1.446, -0.291, -5.950], [-0.753, -0.612, -4.792], [1.695, 0.341, 0.374], [0.551, -0.260, 0.827], [2.861, -0.293, 1.169], [2.592, -0.733, 2.462], [3.582, -1.320, 3.236], [4.864, -1.476, 2.730], [5.146, -1.028, 1.449], [4.154, -0.441, 0.672], [1.698, 1.879, 0.573], [0.544, 2.595, 0.278], [0.469, 3.967, 0.452], [1.566, 4.660, 0.939], [2.728, 3.964, 1.234], [2.798, 2.590, 1.046], [4.694, 0.798, -3.743], [3.455, 0.391, -4.958], [3.769, -0.713, -3.600], [3.578, 2.998, -3.048], [1.826, 3.005, -2.777], [2.462, 2.713, -4.412], [2.135, -1.020, -1.226], [0.296, 1.342, -1.837], [1.782, -1.913, -3.129], [2.159, -4.345, -3.228], [0.371, -5.911, -2.551], [-1.796, -5.014, -1.738], [-2.112, -2.566, -1.528], [-2.804, 0.777, -2.513], [-4.058, 1.361, -4.578], [-3.178, 0.666, -6.788], [-1.061, -0.607, -6.913], [0.165, -1.176, -4.863], [1.589, -0.609, 2.848], [3.347, -1.656, 4.239], [5.638, -1.943, 3.329], [6.147, -1.134, 1.048], [4.390, -0.087, -0.321], [-0.323, 2.066, -0.107], [-0.448, 4.491, 0.206], [1.514, 5.731, 1.090], [3.591, 4.495, 1.620], [3.713, 2.070, 1.289], [-4.319, 3.592, 0.261], [-3.556, 2.711, 0.528], [-2.794, 1.873, 0.872]]
}